The following is a DFT calculation (the ωB97M-V functional and the def2-TZVPD basis) of an isolated molecule of C30H32N4O5S.

ORCA input file:
```
! wB97M-V def2-TZVPD RIJCOSX def2/J DEFGRID3
* xyz 0 1
C -2.5581 4.2254 -0.5998
C -1.0834 3.8421 -0.5998
N -0.4912 4.0817 -1.9031
C 0.6521 4.9565 -1.9945
C 0.2593 6.4186 -1.8045
S -0.5561 2.8393 -2.9971
O -0.1470 3.3640 -4.2695
O -1.8475 2.2260 -2.8981
C 0.6841 1.6658 -2.4572
C 1.9592 1.7123 -2.9834
C 2.9031 0.7915 -2.5637
C 2.6060 -0.1581 -1.5844
N 3.5244 -1.1070 -1.1309
C 3.2182 -2.5168 -1.3259
C 3.8532 -3.0352 -2.6253
O 5.2470 -2.8350 -2.6343
C 5.5532 -1.4622 -2.5298
C 4.9491 -0.8649 -1.2512
C 1.3294 -0.1104 -0.9803
N 1.0295 -0.9195 0.1172
C 0.1801 -0.5979 1.1295
O -0.4225 0.4447 1.2623
C 0.1633 -1.7301 2.1622
O 1.2077 -2.3614 2.3418
C -1.0573 -1.9344 2.8666
C -2.3723 -1.5216 2.5359
C -2.7971 -0.9225 1.2752
C -2.3766 -1.4670 0.0630
C -2.7498 -0.8814 -1.1318
C -3.5493 0.2506 -1.1354
C -3.9933 0.7779 0.0654
C -3.6291 0.1919 1.2637
C -3.2049 -1.8879 3.5815
C -2.4278 -2.5412 4.5442
C -2.7305 -3.1125 5.7878
C -1.7328 -3.6979 6.5187
C -0.4169 -3.7137 6.0167
C -0.1371 -3.1554 4.8047
N -1.1259 -2.5854 4.0815
C 0.3648 0.7634 -1.4631
H -2.9909 4.0243 0.3769
H -2.6776 5.2797 -0.8362
H -3.0743 3.6359 -1.3511
H -0.9837 2.7872 -0.3302
H -0.5365 4.4287 0.1426
H 1.4236 4.6724 -1.2625
H 1.0522 4.8182 -2.9995
H -0.4981 6.6896 -2.5342
H -0.1398 6.5875 -0.8076
H 1.1294 7.0550 -1.9440
H 2.1863 2.4360 -3.7492
H 3.8840 0.8106 -3.0117
H 2.1414 -2.6717 -1.3867
H 3.6280 -3.0801 -0.4795
H 3.6987 -4.1108 -2.7239
H 3.3935 -2.5202 -3.4844
H 6.6420 -1.3930 -2.5072
H 5.1762 -0.9352 -3.4196
H 5.1433 0.2058 -1.1938
H 5.4236 -1.3536 -0.3918
H 1.6774 -1.6623 0.3585
H -1.7545 -2.3525 0.0662
H -2.4066 -1.2992 -2.0670
H -3.7977 0.7290 -2.0690
H -4.6197 1.6575 0.0678
H -3.9546 0.6169 2.2017
H -4.2642 -1.7355 3.6352
H -3.7484 -3.0748 6.1412
H -1.9433 -4.1470 7.4764
H 0.3743 -4.1724 6.5863
H 0.8491 -3.1441 4.3681
H -0.6356 0.7395 -1.0666
*
```

Summary:
- Largest force on an atom: 0.0217 hartree/bohr
- HOMO-LUMO gap: 7.8 eV
- HOMO energy: -8.078 eV
- Structure (SMILES): CCN(CC)S(=O)(=O)c1ccc(N2CCOCC2)c(NC(=O)C(=O)c2c(-c3ccccc3)cc3ccccn23)c1
- LUMO energy: -0.278 eV
- Total energy: -2155.8042 hartree

The following is a DFT calculation (the ωB97M-V functional and the def2-TZVPD basis) of a structure of composition C22H34B11Br6CrN2O8Si2.

ORCA input file:
```
! wB97M-V def2-TZVPD RIJCOSX def2/J DEFGRID3
* xyz 0 4
Cr -0.5000 -0.2643 1.2688
C 2.4931 1.1421 2.9108
Si 2.3088 0.7047 1.0970
C 3.0291 -0.9868 0.7721
C 3.0864 2.0283 0.0619
C 3.4349 3.2180 0.7161
C 3.9820 4.3054 0.0695
C 4.1552 4.2978 -1.3491
C 3.8471 3.1945 -2.0492
C 3.3619 1.9298 -1.4221
Si -0.0513 1.9863 0.4398
C 0.2408 3.5286 1.4549
C 0.1515 2.0785 -1.4187
H 3.5434 1.3854 3.0948
H 2.2133 0.3016 3.5430
H 1.8861 1.9920 3.2242
H 4.1158 -0.8832 0.8150
H 2.7491 -1.4058 -0.1919
H 2.7476 -1.6639 1.5768
H 3.3033 3.2897 1.7883
H 4.2798 5.1737 0.6421
H 4.5349 5.1799 -1.8474
H 3.9694 3.1820 -3.1271
H 0.1211 4.4178 0.8332
H 1.2361 3.5531 1.8869
H -0.4947 3.5713 2.2592
H 0.7181 2.9555 -1.7366
H -0.8394 2.1251 -1.8724
H 0.6320 1.1694 -1.7835
Br -2.6139 0.5449 2.6690
B -4.1171 0.7161 1.4098
B -5.7985 0.3964 1.8236
C -6.4576 -0.1403 0.3539
B -4.9139 -0.7054 0.7385
B -5.3765 -0.3245 -0.9413
B -6.5489 1.0112 -0.8928
B -6.8082 1.4555 0.8141
B -5.2842 2.0611 1.4775
Br -5.1859 3.4153 2.8644
B -5.7553 2.4445 -0.2145
Br -6.1988 4.2535 -0.7550
B -4.8583 1.3348 -1.3094
Br -4.2575 1.8704 -3.0774
B -3.8642 0.2762 -0.2773
Br -2.1349 -0.4789 -0.8467
B -4.0943 1.9708 0.1614
Br -2.6536 3.3048 0.1046
H -6.1941 0.0056 2.8620
H -7.2646 -0.8543 0.4167
H -4.7001 -1.8210 1.0531
H -5.4809 -1.1960 -1.7268
H -7.4533 1.0209 -1.6468
H -7.8830 1.7617 1.1854
O 0.9056 -2.0212 4.5890
C 0.5925 -1.9045 3.4284
O 0.0789 -0.7841 2.9557
C 0.7888 -3.0442 2.4665
C 1.2577 -4.2333 3.0007
C 1.5287 -5.3062 2.1761
C 1.3556 -5.2276 0.8079
C 0.8665 -4.0539 0.2838
C 0.5718 -2.9249 1.0785
O 0.1644 -1.8213 0.5043
N 0.6843 -4.0018 -1.1690
O 1.5109 -4.5861 -1.8450
O -0.2787 -3.4117 -1.6107
N 2.0272 -6.5584 2.7562
O 2.2475 -7.4787 1.9940
O 2.1971 -6.5924 3.9565
H 1.4195 -4.2982 4.0672
H 1.5926 -6.0635 0.1670
C 2.0430 -2.1792 -4.2697
C 1.5067 -1.0395 -3.4260
O 2.4166 -0.5941 -2.4214
C 3.6317 -0.0827 -2.9365
C 4.2868 0.7520 -1.8538
H 1.2379 -2.5912 -4.8782
H 2.4167 -2.9814 -3.6333
H 2.8379 -1.8514 -4.9405
H 0.6161 -1.3577 -2.8845
H 1.2366 -0.1840 -4.0607
H 3.4287 0.5366 -3.8237
H 4.2955 -0.8974 -3.2427
H 2.4129 1.6917 -1.9092
H 5.2367 1.1415 -2.2257
H 4.5272 0.1192 -1.0039
*
```

Summary:
- Largest force on an atom: 0.0140 hartree/bohr
- HOMO-LUMO gap (alpha / beta): 5.5 / 6.4 eV
- HOMO energy (alpha / beta): -8.031 / -8.281 eV
- LUMO energy (alpha / beta): -2.556 / -1.851 eV
- Relative energy (zero: lowest compared OMol25 entry of this formula, charge and spin): 0.00 kcal/mol
- Total energy: -18911.3258 hartree

The following is a DFT calculation (the ωB97M-V functional and the def2-TZVPD basis) of a structure of composition C20H30BrCuN3O4PS2.

ORCA input file:
```
! wB97M-V def2-TZVPD RIJCOSX def2/J DEFGRID3
* xyz -1 2
Cu -0.1850 1.4155 -1.0449
Br 4.8419 4.7809 -4.2905
C 3.0423 4.3199 -3.9321
C 2.0173 4.9199 -4.6600
C 0.6893 4.5775 -4.3931
C 0.3707 3.6353 -3.4000
C 1.4232 3.0446 -2.6801
C 2.7532 3.3831 -2.9425
C -1.0729 3.2655 -3.1125
O -1.9671 3.8438 -3.8069
O -1.2784 2.4053 -2.1992
H 2.2315 5.6507 -5.4330
H -0.1177 5.0423 -4.9581
H 1.1891 2.3129 -1.9078
H 3.5439 2.9097 -2.3696
N -1.5902 2.7715 1.4489
C -1.0728 2.2722 0.5306
H -2.0330 3.1988 2.2347
C 1.4503 1.9722 3.6444
C 2.7668 1.2365 3.4222
C 3.7115 2.0185 2.5214
O 2.5252 -0.1164 3.0754
P 2.3803 -0.7402 1.5904
S 4.0840 -0.9087 0.6588
S 1.1676 0.1911 0.3830
O 1.8539 -2.2320 1.9542
C 0.8863 -2.5702 2.9304
C 1.5341 -2.7218 4.3024
C -0.3437 -1.6766 2.9718
H 1.6222 2.9582 4.0880
H 0.7994 1.4012 4.3149
H 0.9010 2.1163 2.7109
H 3.2564 1.1842 4.4025
H 3.3133 2.1411 1.5113
H 4.6791 1.5146 2.4443
H 3.8919 3.0196 2.9278
H 0.5361 -3.5685 2.6409
H 1.8128 -1.7566 4.7332
H 2.4487 -3.3201 4.2335
H 0.8496 -3.2104 5.0036
H -0.0947 -0.6526 3.2602
H -1.0761 -2.0568 3.6916
H -0.8263 -1.6382 1.9905
N -1.4878 0.0109 -1.0153
C -2.1251 -0.9528 -1.0828
N -2.8570 -2.0740 -1.1638
C -2.7069 -3.1909 -0.1881
C -3.5177 -4.4229 -0.5765
C -3.3084 -4.7839 -2.0423
C -3.5373 -3.5933 -2.9761
C -3.8617 -2.3036 -2.2311
H -3.0164 -2.8436 0.8044
H -1.6447 -3.4587 -0.1295
H -4.5841 -4.2393 -0.3947
H -3.2354 -5.2681 0.0614
H -3.9738 -5.6096 -2.3198
H -2.2850 -5.1547 -2.1814
H -4.3494 -3.8217 -3.6762
H -2.6376 -3.4465 -3.5871
H -4.8623 -2.3451 -1.7847
H -3.8655 -1.4652 -2.9376
H 0.9408 2.6292 -1.0705
*
```

Summary:
- Largest force on an atom: 0.0827 hartree/bohr
- HOMO-LUMO gap (alpha / beta): 5.5 / 6.1 eV
- HOMO energy (alpha / beta): -3.289 / -3.873 eV
- LUMO energy (alpha / beta): 2.186 / 2.187 eV
- Relative energy (zero: lowest compared OMol25 entry of this formula, charge and spin): 0.00 kcal/mol
- Total energy: -6597.5146 hartree

The following is a DFT calculation (the ωB97M-V functional and the def2-TZVPD basis) of a structure of composition C25H24BFeN9O7S3.

ORCA input file:
```
! wB97M-V def2-TZVPD RIJCOSX def2/J DEFGRID3
* xyz -1 6
Fe -0.2131 0.1403 0.1179
O 5.4467 -0.1256 3.1798
C 4.2334 -0.1308 2.5666
C 3.8069 -1.2003 1.7829
C 2.5592 -1.1172 1.1860
N 1.7672 -0.0766 1.3654
C 2.1642 0.9530 2.0909
C 3.3871 0.9626 2.7348
C 1.1572 2.1231 2.1230
O 1.3902 3.0822 2.8418
O 0.1647 1.9325 1.3702
C 1.9851 -2.1805 0.2447
O 2.5505 -3.2647 0.1550
O 0.9376 -1.8077 -0.3476
H 5.9658 -0.8662 2.8429
H 4.4266 -2.0690 1.5948
H 3.6791 1.8188 3.3174
N 4.1441 -4.0500 -4.8301
C 3.7885 -2.8790 -4.1671
C 3.1298 -1.8466 -4.8374
C 2.8304 -0.6650 -4.1838
C 3.1973 -0.5042 -2.8630
C 3.8661 -1.5098 -2.1923
C 4.1599 -2.6940 -2.8347
S 2.8027 0.9915 -1.9641
O 3.0708 2.1271 -2.8101
O 3.5443 0.9229 -0.7304
N 1.2203 0.8673 -1.5841
C 0.2846 1.3855 -2.3603
N 0.4794 1.6702 -3.6583
C -0.4937 2.2903 -4.2874
C -1.7112 2.6012 -3.6984
C -1.8757 2.1608 -2.3900
N -0.9102 1.5673 -1.7295
H 3.5932 -4.2725 -5.6451
H 4.3074 -4.8413 -4.2242
H 2.8581 -1.9807 -5.8766
H 2.3154 0.1422 -4.6811
H 4.1554 -1.3431 -1.1680
H 4.6682 -3.4896 -2.3100
H -0.2834 2.5454 -5.3215
H -2.4916 3.1141 -4.2373
H -2.8092 2.2942 -1.8581
C 0.9509 -1.5316 4.4676
N 0.6506 -2.4469 3.4020
C 1.2359 -3.6685 3.1777
C 0.5224 -4.2723 2.1961
N -0.4962 -3.4522 1.8160
B -1.6396 -3.8550 0.8294
N -1.1213 -3.6626 -0.6201
C -0.3095 -4.5347 -1.2751
C -0.0073 -4.0246 -2.4941
N -0.6500 -2.8205 -2.5897
C -0.6621 -1.9389 -3.7211
C -1.3034 -2.6086 -1.4214
S -2.2475 -1.2309 -1.1289
C -0.3918 -2.3266 2.5332
S -1.3569 -0.9343 2.4473
H 2.0055 -1.5923 4.7308
H 0.3463 -1.7679 5.3498
H 0.7121 -0.5143 4.1577
H 2.1232 -3.9779 3.6898
H 0.6689 -5.2292 1.7419
H -1.8407 -5.0207 0.9895
H -2.5873 -3.1727 1.0176
H -0.0234 -5.4634 -0.8322
H 0.6107 -4.4072 -3.2794
H -0.1430 -2.4170 -4.5502
H -0.1667 -0.9927 -3.4915
H -1.6959 -1.7253 -4.0058
*
```

Summary:
- Largest force on an atom: 0.0444 hartree/bohr
- HOMO-LUMO gap (alpha / beta): 7.6 / 6.1 eV
- HOMO energy (alpha / beta): -5.232 / -5.390 eV
- LUMO energy (alpha / beta): 2.416 / 0.665 eV
- Relative energy (zero: lowest compared OMol25 entry of this formula, charge and spin): 0.00 kcal/mol
- Total energy: -4469.9663 hartree

The following is a DFT calculation (the ωB97M-V functional and the def2-TZVPD basis) of an isolated molecule of C2HBrN2S.

ORCA input file:
```
! wB97M-V def2-TZVPD RIJCOSX def2/J DEFGRID3
* xyz 0 1
C -0.3605 -0.0696 -0.5903
C -0.8912 -1.2343 -0.9160
N 0.1415 1.0615 -1.0952
N -0.9334 0.6243 -3.4268
S -0.1013 1.5241 -2.6668
Br -1.5876 -2.7294 -0.3173
H 0.2855 -0.2032 0.3870
*
```

Summary:
- Largest force on an atom: 0.0488 hartree/bohr
- HOMO-LUMO gap (alpha / beta): 6.6 / 6.4 eV
- HOMO energy (alpha / beta): -8.751 / -8.725 eV
- LUMO energy (alpha / beta): -2.161 / -2.278 eV
- Relative energy (zero: lowest compared OMol25 entry of this formula, charge and spin): 132.87 kcal/mol
- Total energy: -3158.2861 hartree

The following is a DFT calculation (the ωB97M-V functional and the def2-TZVPD basis) of a structure of composition C32H24ClFIInNO5.

ORCA input file:
```
! wB97M-V def2-TZVPD RIJCOSX def2/J DEFGRID3
* xyz -1 1
N -0.2892 0.8396 3.3086
In -1.0342 0.7922 1.3406
Cl 0.2887 2.1705 -0.1954
C -1.0802 -1.3308 0.7302
C -2.3877 -1.7422 0.0849
F -2.1728 -2.6594 -0.9789
C -3.1040 1.6982 1.3510
C -3.7276 1.4013 2.6070
O -3.6028 1.9398 3.6553
I -5.1202 -0.2984 2.5423
H 0.0373 1.7638 3.5667
H 0.5492 0.2658 3.3143
H -0.2809 -1.5414 0.0265
H -0.9321 -1.9083 1.6378
H -3.0260 -2.2536 0.7990
H -2.9457 -0.9172 -0.3518
H -2.9929 2.7770 1.2857
H -3.6726 1.3414 0.5023
C 7.4511 4.9484 7.9779
C 7.8900 3.6586 7.6979
C 7.2513 2.9027 6.7316
C 6.1659 3.4291 6.0441
C 5.7184 4.7178 6.3333
C 6.3686 5.4762 7.2978
C 4.5346 5.3002 5.6288
O 4.1644 6.4283 5.8800
C 3.8410 4.4514 4.6251
C 2.7126 4.9489 3.9871
C 2.0577 4.1803 3.0407
C 2.5248 2.9113 2.7206
C 3.6483 2.4081 3.3552
C 4.3083 3.1694 4.3105
C 5.5008 2.5981 4.9927
O 5.9320 1.4991 4.7160
H 7.9550 5.5402 8.7305
H 8.7323 3.2446 8.2360
H 7.5834 1.9009 6.4995
H 6.0137 6.4752 7.5065
H 2.3572 5.9373 4.2406
H 1.1758 4.5633 2.5448
H 1.9984 2.3266 1.9790
H 4.0185 1.4210 3.1186
C -5.1954 -1.4768 -8.5491
C -5.0483 -2.5222 -9.4548
C -4.4712 -3.7129 -9.0527
C -4.0316 -3.8626 -7.7437
C -4.1686 -2.8096 -6.8389
C -4.7569 -1.6197 -7.2451
C -3.6799 -2.9290 -5.4298
O -3.8183 -2.0159 -4.6495
C -3.0219 -4.2070 -5.0309
C -2.5161 -4.3333 -3.7430
C -1.9143 -5.5176 -3.3561
C -1.8191 -6.5811 -4.2464
C -2.3178 -6.4599 -5.5310
C -2.9161 -5.2730 -5.9313
C -3.4253 -5.1615 -7.3268
O -3.3517 -6.0906 -8.1041
H -5.6515 -0.5479 -8.8642
H -5.3857 -2.4051 -10.4760
H -4.3549 -4.5355 -9.7437
H -4.8608 -0.8152 -6.5311
H -2.5892 -3.5074 -3.0479
H -1.5179 -5.6082 -2.3541
H -1.3510 -7.5058 -3.9362
H -2.2470 -7.2773 -6.2342
*
```

Summary:
- Largest force on an atom: 0.0173 hartree/bohr
- HOMO-LUMO gap: 6.5 eV
- HOMO energy: -5.871 eV
- LUMO energy: 0.621 eV
- Total energy: -2712.8360 hartree

The following is a DFT calculation (the ωB97M-V functional and the def2-TZVPD basis) of a cluster of 3 separate species, C25H51N4O4 in total.

ORCA input file:
```
! wB97M-V def2-TZVPD RIJCOSX def2/J DEFGRID3
* xyz 1 1
C 3.8764 0.0592 -1.9483
C 3.0686 0.7977 -0.7262
C 3.0795 -0.0777 0.6977
O 3.0385 -1.5297 0.4643
C 1.9477 -2.1727 1.2440
C 0.5660 -1.9129 0.4121
C -0.6687 -2.4236 1.3883
C -2.0903 -2.1579 0.5903
C -2.7691 -3.2580 -0.4388
C -4.1866 -2.8482 -1.1580
N -4.9869 -1.5924 -0.9625
C -4.3717 -0.6007 -0.0186
C -2.9391 -0.7388 0.7935
C -0.3905 -4.0177 1.6692
C 1.1015 -4.3882 2.2084
N 2.2451 -3.6068 1.6100
C 3.0001 -4.3814 0.5085
C 2.1115 -4.6702 -0.8300
C 2.6084 -3.6834 -2.0589
O 3.1662 -4.4644 -3.1774
C 2.7722 -3.8508 -4.4774
H 3.0779 -0.4714 -2.6585
H 4.3962 0.8977 -2.5829
H 4.7204 -0.6775 -1.5884
H 3.5148 1.8591 -0.4332
H 1.9395 0.9795 -1.0001
H 4.1469 0.1472 1.1750
H 2.1961 0.3484 1.3384
H 1.8326 -1.5855 2.2743
H 0.4049 -0.7366 0.2961
H 0.5153 -2.3919 -0.6534
H -0.7040 -1.8241 2.3904
H -2.2879 -4.2943 -0.6815
H -4.6391 -3.6412 -1.9314
H -4.9740 0.3989 0.1608
H -2.5653 0.1214 1.4941
H -1.1548 -4.3677 2.5182
H -0.6533 -4.7116 0.7345
H 1.2796 -5.5471 1.9808
H 1.1362 -4.3164 3.3998
H 2.9712 -3.5433 2.3931
H 4.0749 -3.9165 0.2991
H 3.2259 -5.4449 1.0016
H 2.2909 -5.7867 -1.1928
H 0.9570 -4.5249 -0.7190
H 1.6925 -3.0227 -2.4140
H 3.4754 -2.9395 -1.7126
H 3.5823 -4.0781 -5.3242
H 1.7822 -4.3918 -4.8422
H 2.6119 -2.6801 -4.3903
C -0.0929 5.1884 -3.8736
C 0.5626 3.8121 -3.9474
C -0.1508 2.7423 -3.0890
O 0.1110 2.8401 -1.6865
C -0.6799 3.8051 -1.0094
N 1.9807 3.9376 -3.5807
H 0.1286 5.7120 -2.9404
H 0.2714 5.8266 -4.6887
H -1.1815 5.1112 -3.9746
H 0.5065 3.4835 -4.9925
H 0.2323 1.7588 -3.3904
H -1.2306 2.7233 -3.2823
H -1.6887 3.8802 -1.4261
H -0.1823 4.7768 -1.0294
H -0.7617 3.5011 0.0375
H 2.4358 3.0346 -3.7222
H 2.0217 4.0713 -2.5658
C -3.1574 4.0315 5.2087
C -4.0784 3.5197 4.1045
C -3.5513 2.2472 3.4022
O -2.4925 2.4828 2.4703
C -1.2074 2.5998 3.0618
N -4.3193 4.6043 3.1417
H -2.2762 4.5467 4.8184
H -3.6896 4.7515 5.8435
H -2.8195 3.2102 5.8508
H -5.0345 3.2609 4.5758
H -4.3735 1.8245 2.8105
H -3.2661 1.4744 4.1270
H -1.0907 1.9468 3.9317
H -1.0139 3.6397 3.3328
H -0.4635 2.3130 2.3139
H -5.0086 4.2874 2.4584
H -3.4645 4.7148 2.5878
*
```

Summary:
- Largest force on an atom: 0.1246 hartree/bohr
- HOMO-LUMO gap: 8.1 eV
- HOMO energy: -11.055 eV
- LUMO energy: -2.996 eV
- Relative energy (zero: lowest compared OMol25 entry of this formula, charge and spin): 298.33 kcal/mol
- Total energy: -1502.3976 hartree